Entry from OMol25: a molecular structure, C52H118N4O10V (ωB97M-V/def2-TZVPD).

- largest force on an atom (eV/Å) = 5.50
- E_HOMO (spin up / spin down) (eV) = -11.768 / -11.767
- <S²> = 4.21
- frontier orbital gap (spin up / spin down) (eV) = 4.37 / 3.41

Structure (ORCA input):
```
! wB97M-V def2-TZVPD RIJCOSX def2/J DEFGRID3
* xyz 2 4
H 6.49462 13.97664 -11.77164
C -1.66842 11.52807 -10.42493
C 1.98328 19.70345 -8.81603
H -0.98428 21.55851 -12.54122
H 1.22334 11.69694 -16.22864
H 7.60844 11.92619 -10.08742
C 3.45759 19.34528 -8.90760
H 6.15480 9.67154 -12.25240
H 8.02503 20.51390 -11.15264
C 2.57677 11.88933 -9.61167
C 5.61059 10.55267 -11.91250
H -3.06140 14.16015 -8.72156
H 6.56172 17.15320 -11.73458
H 5.38543 20.26771 -8.31703
C 9.04412 12.33128 -11.55210
C 8.06622 13.77483 -14.31244
H 1.59196 16.56499 -17.12936
H -0.57472 22.41252 -15.96903
O 2.76037 15.60937 -9.49103
C 4.36331 19.15168 -13.58870
H 1.36586 19.03250 -9.41329
H 3.95322 13.81099 -16.97504
H 4.89042 17.26596 -4.09108
H 6.12476 20.69215 -12.53631
C 0.07642 15.37433 -16.57462
H 1.67652 19.54687 -7.78188
C 1.90264 11.90226 -10.98219
H 1.24102 11.03881 -11.05165
C -0.33944 20.54074 -17.66510
C 6.32022 19.70920 -12.10770
C -0.66304 15.72947 -6.90909
N 7.08936 11.68458 -13.56998
H -1.75153 17.52949 -7.20847
H -1.02936 18.05336 -15.56848
H 3.40255 9.80303 -9.69471
H 6.16781 16.51654 -13.34736
C -2.16829 12.19763 -9.21427
H 5.37843 10.39304 -10.85954
H 0.51111 16.00961 -12.01499
H 0.59223 20.66615 -18.21677
H 8.72164 18.74678 -16.42802
C 8.88026 17.56116 -14.02582
H 8.87044 14.07993 -14.98194
C -2.82258 19.76150 -13.67013
H -1.15006 10.61483 -10.13269
H -0.92552 21.38469 -18.02893
O -1.03072 12.35902 -8.45902
C 0.30579 21.83217 -15.69336
H 3.42645 16.93807 -7.00885
H 4.17111 20.55661 -7.15310
C -0.34823 14.57751 -15.31698
H 1.36167 16.62103 -15.41562
H 3.11578 12.40287 -15.32168
H 4.65311 10.66209 -12.42176
C 4.81591 16.92507 -5.12371
H -1.76946 16.42021 -8.60948
H 8.62080 17.26702 -13.00884
O 3.21995 16.07884 -6.63376
C 8.35030 12.29562 -14.02673
C 3.42220 16.29777 -5.26725
H 3.57512 15.38562 -4.69043
H -0.81915 18.64442 -12.29352
H 1.97693 17.89736 -5.28303
C 5.87911 13.07784 -11.73406
H 9.86972 11.04289 -13.07931
C 7.80729 11.55716 -11.09358
H 8.41808 11.99072 -16.22206
H -0.36347 15.23735 -14.44953
C 8.54970 19.98162 -13.24605
C 8.23030 18.91170 -14.31570
H 5.61082 13.04923 -10.67798
C -1.14790 16.87703 -7.83937
H 3.43695 15.22615 -17.89689
C 8.75609 19.49483 -15.63597
N 6.76147 18.84813 -14.40417
C 7.87449 19.72691 -11.89161
H 1.17828 22.37396 -16.05848
H 3.63859 10.77875 -8.17143
H 2.72560 16.78840 -11.12224
H -1.12683 13.23750 -8.08400
O 2.94187 12.94633 -14.54966
H -2.93262 11.54431 -8.79347
H 8.39851 21.01157 -13.56921
H 2.63090 11.67650 -11.76115
N -1.19089 19.90403 -15.47862
C 5.84364 18.71778 -13.22321
C 1.17218 19.52551 -15.93040
C 6.63874 11.75011 -12.16822
H 0.28729 15.13807 -10.62436
C 5.88896 17.24621 -12.58714
C 2.95845 10.48733 -8.97180
H 8.23059 20.40625 -15.92108
H 9.83397 11.51994 -15.50514
H -0.87050 12.66171 -13.50654
H 1.98967 19.92184 -16.53268
H -0.32724 18.02413 -13.82303
H 4.28900 20.02588 -14.23550
H 0.74609 12.50184 -8.99028
H 6.34478 17.10354 -15.05929
H 5.82704 19.52374 -11.15352
H 1.87418 20.76502 -9.03799
H -1.49517 15.02559 -6.92320
C 2.32071 15.82039 -10.82706
H 4.50062 15.00684 -15.04795
C -1.37284 19.99765 -14.06221
C 8.76023 11.48021 -15.32184
V 2.47034 14.43823 -7.71206
C 3.61463 15.62845 -15.17719
H -0.81789 19.68079 -18.13380
C -0.00791 20.45791 -16.14950
C 2.24821 17.05939 -4.64091
H 8.19926 18.77593 -11.46939
H 8.46684 10.43298 -15.24876
H 1.16349 21.56030 -13.76486
H 1.36873 16.41943 -4.71202
C 2.45596 14.85624 -15.95053
H 0.46751 19.45863 -13.03252
H 2.53291 13.68140 -17.84929
N 1.95691 13.79545 -15.00055
H 3.80766 16.64696 -15.51406
H -0.99023 12.17561 -10.98066
H 0.05942 12.69176 -17.08003
H 0.68094 11.86562 -13.41079
H -1.37559 14.21341 -15.32476
C 0.83217 16.01522 -10.97336
H -3.64536 13.38201 -10.29006
H -2.48090 11.29253 -11.11232
H 2.26675 17.29730 -3.57735
H -3.53832 20.56946 -13.82189
H 9.79197 19.77604 -15.44631
H 5.54187 16.12232 -5.25288
H -0.50852 16.23816 -16.89045
H -2.87042 19.62931 -12.58923
H 3.55176 17.47119 -9.12256
H 3.71382 19.33401 -9.96698
C 0.20185 12.82265 -13.61733
H 4.04971 21.37347 -8.71687
O 6.37126 17.98901 -15.42922
O 6.06332 11.79122 -14.46271
H 0.29737 23.05075 -13.92448
C -2.81251 13.59548 -9.62006
H 8.51741 16.77242 -14.68485
H 2.07341 9.96829 -8.60383
C 9.41056 12.02584 -12.97405
C 1.40776 15.93352 -16.26020
H -0.50681 16.09433 -5.89392
C 0.27781 22.00215 -14.22142
C 3.08974 14.41127 -17.26166
H 0.42754 13.49541 -12.78995
H -0.39293 17.54516 -8.25378
H 0.21360 14.77216 -17.47277
H 2.61723 14.99610 -11.47567
H -1.85563 22.02976 -14.03314
C 0.53848 13.36726 -15.00213
H 9.60877 19.94796 -12.99043
O 0.45787 14.96161 -7.29913
C -1.02936 21.44794 -13.62466
C 0.31865 12.29115 -16.10002
C 4.31222 20.43572 -8.22715
O 3.80305 18.03559 -8.38777
C -0.46874 18.95696 -13.27721
H 5.74272 12.64768 -14.17066
H 9.94621 17.77047 -14.11549
H 4.93913 13.28010 -12.24750
O 1.67031 12.57718 -8.74180
H 1.54544 19.17362 -14.96866
H 0.99046 18.57522 -16.43242
H 8.93287 13.41330 -11.48178
H 3.52388 12.41812 -9.71872
H 0.41427 16.86856 -10.43924
O -1.64930 18.63897 -16.00930
H 8.03718 10.49184 -11.11236
H -3.31784 18.90485 -14.12726
H 7.18821 13.96819 -14.92871
H 9.85607 12.17700 -10.84145
H -0.47102 11.56405 -15.91067
H 7.98458 14.46348 -13.47149
H 4.90533 16.95735 -12.21683
H -2.13235 14.14840 -10.26793
H 1.40364 12.85400 -11.16470
H 5.01542 17.77347 -5.77832
H 3.75530 18.28558 -13.85003
H 3.32293 15.68962 -14.12872
H 10.22277 12.69194 -13.26510
H 3.91278 19.66750 -12.74073
*
```

Atomic partial charges in e from the Löwdin method, atoms 1 to 6: H 0.063; C -0.074; C -0.038; H 0.126; H 0.090; H 0.116



Entry from OMol25: C14H20N4O6 in the gas phase (ωB97M-V/def2-TZVPD).

- largest force on an atom (eV/Å) = 1.71
- E_HOMO (eV) = -9.165
- SMILES = CCOC(=O)N1CCN(C(=O)c2noc(C(C)C)c2[N+](=O)[O-])CC1
- relative energy (zero: lowest compared OMol25 entry of this formula, charge and spin) (eV) = 1.316
- frontier orbital gap (eV) = 8.67

Structure (ORCA input):
```
! wB97M-V def2-TZVPD RIJCOSX def2/J DEFGRID3
* xyz 0 1
H 4.82330 -1.69978 1.44955
C 6.19491 0.04624 -0.14918
H 7.17450 -0.11022 0.29304
H -2.09874 1.19159 1.83999
O -4.19593 0.29313 1.73553
C 2.90762 -0.05402 -0.32978
C -2.71580 1.06796 -1.44318
C -1.61339 0.06227 -1.79192
H -2.38402 2.07829 -1.70607
O 0.90578 0.71794 -2.74508
C 5.18681 0.37615 0.95699
H 5.89845 -0.86121 -0.66792
O -5.00793 0.14597 -0.37234
H -5.28920 -2.10545 1.15049
C -6.20303 -0.44431 0.13850
H -1.96165 -0.95752 -1.59749
O 3.41504 1.93143 0.44667
H 0.20579 0.51942 0.99954
H -6.47690 0.05695 1.07210
C 5.07873 -0.77499 1.95947
H -1.02751 -0.73270 0.71647
H -5.71198 -2.43157 -0.53917
C 0.71727 0.64159 -1.54879
N 2.84690 -1.42872 -0.65840
H -3.63107 0.83627 -1.98388
O 3.86999 -2.07847 -0.61079
C 1.87615 0.89111 -0.62770
O 1.75417 -1.86778 -0.95072
N 2.20561 2.05953 -0.16372
C -6.03289 -1.93807 0.37537
H 4.32746 -0.56255 2.71678
H 6.26227 0.86161 -0.86522
H -6.95849 -0.24905 -0.62541
H -1.31522 0.15239 -2.83723
C -1.80803 1.28435 0.79287
H -1.45254 2.30092 0.59543
C 3.86189 0.68533 0.35129
C -0.70181 0.27853 0.44642
H 6.03684 -0.91152 2.45235
H -6.97803 -2.36561 0.69700
H 5.50575 1.28543 1.47718
C -4.06835 0.45783 0.54526
N -2.97374 1.02765 -0.02126
N -0.44898 0.32368 -0.97299
*
```

Atomic partial charges in e from the natural (NBO) method, atoms 1 to 6: H 0.231; C -0.599; H 0.216; H 0.251; O -0.662; C -0.092



Entry from OMol25: 4 unconnected molecules or ions with the total composition H9O4 (ωB97M-V/def2-TZVPD).

- largest force on an atom (eV/Å) = 1.09
- E_HOMO (eV) = -16.254
- relative energy (zero: lowest compared OMol25 entry of this formula, charge and spin) (eV) = 0.358
- frontier orbital gap (eV) = 13.12

Structure (ORCA input):
```
! wB97M-V def2-TZVPD RIJCOSX def2/J DEFGRID3
* xyz 1 1
H -2.42964 -1.31223 -1.59472
O 2.10292 1.10085 -1.15154
H -2.41124 0.22017 -1.67657
O 0.04752 0.45399 0.23818
H 0.49868 -1.52802 2.73269
H 3.04174 0.97587 -0.95629
H 0.88949 0.63929 -0.29141
H 0.07975 -0.00225 1.16057
O -2.04355 -0.51767 -1.17421
H -0.71732 0.34535 -0.36500
H -0.91788 -0.87227 2.83571
O -0.11619 -0.92419 2.30277
H 1.97573 1.42110 -2.06017
*
```

Atomic partial charges in e from the natural (NBO) method, atoms 1 to 6: H 0.516; O -0.964; H 0.491; O -0.858; H 0.521; H 0.521



Entry from OMol25: a molecular structure, C41H40N5O2PS2SiY (ωB97M-V/def2-TZVPD).

- largest force on an atom (eV/Å) = 1.82
- E_HOMO (eV) = -9.814
- relative energy (zero: lowest compared OMol25 entry of this formula, charge and spin) (eV) = 0.000
- frontier orbital gap (eV) = 6.99

Structure (ORCA input):
```
! wB97M-V def2-TZVPD RIJCOSX def2/J DEFGRID3
* xyz 1 1
S 10.86846 0.90472 16.46252
C 12.17363 4.50180 13.16555
N 11.63294 -1.10904 12.12557
H 14.47636 3.86650 16.63694
C 11.73181 2.15397 18.78221
H 8.64179 2.31247 21.34134
C 8.99926 2.02543 11.91242
O 14.59492 -0.25770 15.46649
C 10.09648 -2.84306 16.95059
C 12.47711 -3.94318 12.56742
C 13.72200 3.39526 17.26048
C 9.47745 -2.55692 15.74820
C 17.28142 -0.37684 13.41385
C 13.84697 6.16623 12.74453
H 18.12104 0.66965 16.55975
H 16.51989 6.54610 12.85873
H 8.25012 2.81217 11.96512
C 10.84233 -0.00174 11.97768
O 15.83956 1.64423 16.41944
C 14.40386 3.89444 13.44253
H 15.37430 -2.46278 13.58257
P 12.68796 -1.31606 13.46719
H 14.73947 -6.44649 12.10396
H 18.17522 4.82618 13.57115
N 10.83393 0.87381 12.99582
C 10.03601 0.14198 10.82996
Si 10.43145 1.30838 19.88631
H 13.28872 -2.00813 16.13516
H 9.72376 -1.87489 13.69847
H 21.66479 -0.12536 13.19102
C 9.86573 1.84085 12.96981
H 8.71918 0.43695 18.26203
C 18.53891 -0.76944 12.97315
C 9.36489 2.70872 20.60776
H 14.34185 4.34087 19.08352
H 20.99465 -1.58448 12.39221
Y 12.78376 1.30010 14.67040
S 15.60850 0.81122 15.26224
H 18.64177 -1.16765 11.96041
C 18.24296 0.24614 15.55933
C 12.98484 -5.20669 12.24786
C 19.66219 -0.65096 13.80498
H 9.50655 -3.20251 17.79269
H 10.84220 -0.06820 21.92515
H 12.10946 1.17782 21.75996
H 12.31142 -5.98691 11.90129
H 8.40009 -2.69268 15.63103
H 10.13331 -0.56688 9.99671
C 17.11814 4.57150 13.51816
H 12.15378 -0.29831 20.75145
C 9.30873 0.01313 19.09367
C 9.10286 1.17397 10.79973
H 21.53600 -1.64843 14.09843
C 11.48919 0.45789 21.20550
C 14.70693 -3.22238 13.18444
C 10.21287 -2.08479 14.65893
H 17.45898 2.54496 14.14151
C 21.03115 -1.02761 13.33797
C 15.19769 -4.48709 12.86816
H 12.59841 3.20957 20.44536
H 16.25862 -4.69115 13.00118
H 14.14645 7.17190 12.45004
C 12.21983 -2.16819 16.02907
C 14.82577 5.22131 13.09668
N 14.90740 1.63931 14.04297
H 11.97286 -2.83036 18.03399
C 11.46632 -2.63385 17.09468
H 8.60791 -0.36107 19.85886
H 20.34901 -0.03942 15.77106
H 9.89888 -0.82885 18.71326
C 19.49572 -0.14607 15.10236
C 17.14029 0.12997 14.70993
H 11.12346 4.20639 13.21082
H 11.71763 -1.70792 11.30704
C 13.64351 3.66114 18.60197
H 11.71430 6.49511 12.53507
C 11.88577 1.94248 17.36704
C 16.20366 5.53884 13.13077
H 8.45310 1.30973 9.93687
C 12.51007 5.79028 12.78632
N 13.07942 3.55066 13.49201
C 15.36774 2.92528 13.78220
C 12.64964 3.02300 19.37152
C 11.59865 -1.89366 14.79662
C 14.34329 -5.46932 12.37698
H 16.42485 -0.44998 12.74154
C 16.71277 3.27679 13.84255
H 9.99418 3.47282 21.10040
H 8.78207 3.20633 19.81745
H 11.40515 -3.73352 12.49823
H 9.79527 2.43562 13.87654
C 13.35058 -2.93635 13.01630
N 12.86403 2.53713 16.65478
*
```

Atomic partial charges in e from the Löwdin method, atoms 1 to 6: S 0.666; C -0.100; N -0.125; H 0.111; C -0.230; H 0.034